A cluster of 2 separate species, C6H14N2O2 in total at a distorted geometry. Source: the OMol25 dataset; level of theory: ωB97M-V/def2-TZVPD.

Element x y z (Å)
C: -0.158 1.545 -1.735
N: -0.212 2.574 -0.718
C: -0.122 2.219 0.593
C: -0.434 3.311 1.593
O: 0.132 1.068 0.933
H: 0.693 1.725 -2.404
H: 0.055 0.617 -1.225
H: -1.099 1.500 -2.295
H: -0.335 3.509 -1.065
H: 0.169 3.312 2.496
H: -0.506 4.263 1.085
H: -1.470 3.103 1.902
C: -0.844 -2.160 -1.435
N: 0.060 -1.894 -0.322
C: 0.592 -2.933 0.360
C: 1.387 -2.567 1.582
O: 0.406 -4.088 0.020
H: -1.390 -1.267 -1.713
H: -0.272 -2.498 -2.290
H: -1.538 -2.941 -1.133
H: 0.141 -0.941 0.009
H: 0.715 -2.426 2.426
H: 1.967 -1.648 1.515
H: 2.062 -3.381 1.822

Calculated values
SMILES: CNC(C)=O.CNC(C)=O
E_tot (Ha): -497.03939
Orbital gap (eV): 9.80
E_HOMO (eV): -9.22
LUMO (eV): 0.580
Energy relative to the best compared isomer or geometry (same formula, charge and spin) (kcal per mole): 11.4

These are the natural (NBO) partial charges, in e, on atoms 1 to 2:
1 C -0.424
2 N -0.614